Below is a molecular structure, C37H32CrFN6O5 at a distorted geometry, with properties calculated with ωB97M-V/def2-TZVPD.

```
! wB97M-V def2-TZVPD RIJCOSX def2/J DEFGRID3
* xyz 0 4
Cr -0.5284 -0.0567 -0.7778
C 3.7352 0.6030 -0.4030
C 2.4450 -0.1499 -0.3785
O 1.3643 0.5628 -0.5812
C 2.4762 -1.5548 -0.3847
C 1.3234 -2.3107 -0.8581
C 1.6697 -3.7320 -1.2120
N 0.1041 -1.8625 -0.9776
N -0.8976 -2.7773 -1.4655
C -2.0407 -2.1692 -1.4098
O -2.2374 -0.8814 -1.0683
C -3.2737 -2.9390 -1.7116
C -3.3109 -4.3499 -1.5050
C -4.5692 -4.9369 -1.5902
C -5.7218 -4.2354 -1.8686
C -5.6618 -2.8794 -2.1995
C -4.4348 -2.2428 -2.0865
H 3.8673 0.9302 -1.4244
H 4.5831 -0.0625 -0.1554
H 3.5916 1.3820 0.3326
H 3.3453 -2.1570 -0.1824
H 2.6478 -3.8193 -1.6200
H 0.9346 -4.1215 -1.9113
H 1.6703 -4.3171 -0.2638
H -2.3700 -4.8726 -1.2738
H -4.6658 -5.9799 -1.3568
H -6.6847 -4.6960 -1.8094
H -6.5318 -2.3972 -2.6270
H -4.2954 -1.2076 -2.2807
C 1.3367 4.2838 5.0917
C 1.9617 3.1086 4.3103
C 2.7868 2.2047 5.2023
C 1.8985 1.4958 6.2292
C 0.9622 0.6399 5.4592
C 0.3485 -0.4641 6.0020
C -0.5618 -1.2152 5.2240
F -1.0374 -2.3528 5.7087
C -0.8848 -0.8700 3.9139
C -0.2377 0.2422 3.3981
C -0.4257 0.5877 1.9681
O -0.7573 -0.2968 1.1551
C -0.1979 1.9504 1.6106
C 0.6178 2.6818 2.4273
N 1.0221 2.2676 3.5861
C 0.6223 1.0565 4.1324
C -0.6651 2.5844 0.3108
O -0.4487 3.7560 0.1229
O -1.1986 1.8038 -0.5915
H 2.1180 5.0076 5.3985
H 0.7987 3.9600 5.9413
H 0.6992 4.8309 4.4266
H 2.6120 3.4620 3.5399
H 3.5201 2.8509 5.6933
H 3.2876 1.4626 4.5674
H 1.4004 2.2472 6.8730
H 2.5658 0.8764 6.9002
H 0.5930 -0.8032 7.0091
H -1.5865 -1.4821 3.4190
H 0.9302 3.7156 2.0743
C 3.1044 -2.2415 -4.5476
C 1.7806 -2.6702 -4.5327
C 0.7179 -1.8978 -3.9747
C 1.0430 -0.6333 -3.4430
C 2.3893 -0.2567 -3.3548
C 3.4211 -1.0465 -3.8517
N -0.0139 0.1954 -2.9535
N -0.1167 1.2234 -3.6489
C -1.2085 2.1129 -3.4936
C -0.8682 3.4138 -3.6674
C -1.9207 4.3254 -3.6349
C -3.2278 3.8276 -3.5046
C -3.3873 2.4660 -3.3275
N -2.4154 1.6043 -3.4201
H 3.9477 -2.8003 -4.9717
H 1.4839 -3.5077 -5.1107
H -0.2785 -2.2833 -3.9411
H 2.5902 0.6830 -2.8267
H 4.4500 -0.7508 -3.8941
H 0.1076 3.7908 -3.7176
H -1.7759 5.4316 -3.6556
H -4.0307 4.5454 -3.4496
H -4.4065 2.1066 -3.1314
*
```

HOMO level (alpha / beta) in eV: -7.307 / -7.469
M in g/mol: 711.69
Frontier orbital gap (alpha / beta) in eV: 7.12 / 7.19
ΔE to the lowest compared entry with this formula, charge and spin in kcal per mole: 0.0
LUMO energy (alpha / beta) in eV: -0.19 / -0.28

***

Below is 2 unconnected molecules or ions with the total composition C3H9NO2 at a distorted geometry, with properties calculated with ωB97M-V/def2-TZVPD.

```
! wB97M-V def2-TZVPD RIJCOSX def2/J DEFGRID3
* xyz 0 1
C -0.0614 1.1734 -0.6237
N 0.7043 -0.1044 -0.7702
C 1.8719 -0.3764 -1.6724
C 0.7110 -0.8634 0.3650
O -0.2350 -0.6968 1.1623
H -0.9900 1.0664 -0.5094
H 0.0996 1.6694 -1.6676
H 0.4890 1.8538 0.0575
H 1.5826 -0.1706 -2.7973
H 1.9156 -1.4987 -1.6958
H 2.8260 0.1538 -1.4417
H 1.1915 -1.8337 0.3001
O -2.6329 0.5283 1.4586
H -1.7452 0.3046 1.3102
H -2.4847 0.9321 2.4546
*
```

HOMO level in eV: -9.847
M in g/mol: 91.11
Frontier orbital gap in eV: 10.50
ΔE to the lowest compared entry with this formula, charge and spin in kcal per mole: 62.2
LUMO energy in eV: 0.66

***

| no. | calculated total energy (Ha) |
| --- | --- |
| 1 | -3278.2927 |
| 2 | -324.8734 |